[1]
Computed, not measured: C11H8DyN4O8 as an isolated structure, with ωB97M-V/def2-TZVPD.

Element x y z (Å)
Dy 0.0922 0.3765 -0.5747
O 2.9088 -3.5617 -4.0309
C 1.6175 -3.6147 -4.2977
O 1.1335 -4.2680 -5.1941
C 0.6595 -2.8265 -3.3841
C -0.7033 -3.0303 -3.4213
N -1.2709 -2.1937 -2.5494
N -0.3627 -1.3863 -1.9167
C 0.8354 -1.8101 -2.4142
C 2.1638 -1.1862 -1.9240
O 3.2244 -1.6831 -2.2614
O 2.0853 -0.1305 -1.1449
H 3.1997 -2.8882 -3.3594
H -1.2095 -3.7409 -4.0607
H -2.2585 -2.1596 -2.3516
C 0.5308 -0.4664 3.4695
C -0.0676 0.7441 2.8671
N -0.1808 1.0283 1.5669
C -0.7837 2.2965 1.5095
C -1.0850 2.7064 2.7940
N -0.6191 1.6980 3.6038
C -1.7987 3.8963 3.3865
O -2.1493 4.8939 2.5962
O -2.0050 3.8307 4.5837
C -1.0616 2.9640 0.1617
O -1.5265 4.0945 0.1614
O -0.7281 2.3149 -0.9307
H 0.9414 -1.1097 2.6793
H -0.2293 -1.0301 4.0172
H 1.3189 -0.2191 4.1857
H -0.7263 1.7073 4.6172
H -1.9453 4.7536 1.6160

Kohn-Sham gap (spin up / spin down) = 8.94 / 9.12 eV
Total charge = +1
Energy = -57958.853 eV
Multiplicity = 6
HOMO level (spin up / spin down) = -13.55 / -13.55 eV

Löwdin population analysis, charges in e, atoms 1 to 2: 1.93, 0.15

[2]
Computed, not measured: C11H8F3N3O4S2SbScSe4 as an isolated structure, with ωB97M-V/def2-TZVPD.

Element x y z (Å)
Sc -1.1109 2.0489 -0.2575
Se 0.9534 6.6674 0.6763
Sb 0.8698 4.6148 -0.5898
Se 0.9880 2.6160 0.9962
Se -1.4993 4.2746 -1.4489
Se 2.4456 4.0819 -2.3587
F -5.1334 -0.1618 -0.3948
C -4.7038 1.0776 -0.1191
F -4.1070 1.5486 -1.2230
F -5.8037 1.8356 0.0876
C -3.7754 1.1180 1.1336
O -4.0846 0.4006 2.0613
O -2.8151 1.9558 1.0339
N 4.9317 -1.8327 0.0277
C 3.6315 -1.4971 -0.3870
C 2.6259 -2.4662 -0.3937
C 1.3529 -2.1448 -0.8230
C 1.0751 -0.8489 -1.2395
C 2.0707 0.1185 -1.2575
C 3.3465 -0.2124 -0.8360
S -0.5562 -0.4198 -1.7651
O -0.4793 1.0040 -2.1517
O -0.9481 -1.3557 -2.7814
N -1.5215 -0.3377 -0.5118
C -1.3254 -1.1067 0.6096
S -2.0553 -2.6809 0.8524
C -1.3311 -2.7506 2.4141
C -0.6359 -1.6104 2.6435
N -0.6408 -0.6939 1.6288
H 4.9541 -2.5544 0.7316
H 5.4638 -1.0289 0.3256
H 2.8481 -3.4731 -0.0574
H 0.5742 -2.8972 -0.8288
H 1.8611 1.1283 -1.5896
H 4.1149 0.5520 -0.8356
H -1.4754 -3.5913 3.0723
H -0.1052 -1.3783 3.5555

Kohn-Sham gap = 5.84 eV
Total charge = -2
Energy = -342652.799 eV
Energy above the lowest of the compared OMol25 structures with the same formula, charge and spin = 0.203 eV
HOMO level = -1.93 eV

Löwdin population analysis, charges in e, atoms 1 to 2: 0.31, -0.30

[3]
Computed, not measured: C11H8IN2O3 as an isolated structure, with ωB97M-V/def2-TZVPD.

Element x y z (Å)
N -2.7907 -0.4958 -0.2385
C -2.5735 0.5379 -1.0259
C -1.1144 0.6741 -1.6696
C -0.3991 -0.7461 -1.5853
C 0.5562 -1.1769 -0.6144
C 1.0067 -0.1566 0.5672
C 0.3727 -0.4303 1.9157
C 0.6835 0.4869 3.1032
C 1.6553 1.6148 2.6917
C 2.1901 1.6636 1.2831
N 1.9373 0.8371 0.1354
C 1.0617 -2.6538 -0.8934
O 2.0215 -3.2894 -0.4384
O 0.1450 -3.1446 -1.9054
C -0.5020 -2.0297 -2.5210
O -1.1007 -1.9517 -3.6116
H -3.7874 -0.4294 0.0620
H -3.3908 1.3060 -1.2975
H -1.1385 1.0614 -2.7542
H -0.5304 1.5033 -1.0641
H -0.3329 -1.3125 2.0516
H 0.2559 0.4047 4.1491
H 1.9671 2.4037 3.4519
H 2.9367 2.5146 1.0747
I 0.8708 2.8086 -0.8663

Kohn-Sham gap = 5.45 eV
Total charge = -1
Energy = -28755.652 eV
HOMO level = -3.16 eV

Löwdin population analysis, charges in e, atoms 1 to 2: 0.05, -0.20

[4]
Computed, not measured: C11H8NNiO7S3 as an isolated structure, with ωB97M-V/def2-TZVPD.

Element x y z (Å)
Ni 0.6726 0.5206 -1.0517
O 0.9803 -1.1822 -2.2733
N 1.9668 -1.9047 -1.8221
C 1.7990 -3.2359 -1.7412
C 2.8050 -4.0942 -1.3568
C 4.0364 -3.5315 -1.0182
C 4.1900 -2.1725 -1.0549
C 3.1451 -1.2818 -1.4230
S 3.2410 0.3944 -1.3961
H 0.8012 -3.5463 -2.0141
H 2.6149 -5.1570 -1.3097
H 4.8650 -4.1638 -0.7159
H 5.1272 -1.7079 -0.7787
O -0.0959 -0.1252 2.9851
S -0.0794 0.3333 1.6020
O -0.1888 -0.7492 0.6332
O 0.9683 1.2901 1.3137
C -1.6312 1.2960 1.4503
C -2.4051 1.2706 2.6116
C -3.5881 1.9852 2.7256
C -4.0174 2.7570 1.6695
C -3.2693 2.7908 0.5017
C -2.0848 2.0666 0.3594
S -1.3844 2.1906 -1.3295
O -1.5083 0.8377 -1.8516
O -2.2403 3.1629 -1.9924
O 0.0010 2.6291 -1.1979
H -2.0350 0.6759 3.4338
H -4.1601 1.9384 3.6470
H -4.9342 3.3336 1.7387
H -3.5913 3.3792 -0.3445

Kohn-Sham gap (spin up / spin down) = 5.50 / 4.71 eV
Total charge = -2
Energy = -100908.526 eV
Multiplicity = 2
Energy above the lowest of the compared OMol25 structures with the same formula, charge and spin = 0.459 eV
HOMO level (spin up / spin down) = -0.39 / 0.40 eV

Löwdin population analysis, charges in e, atoms 1 to 2: 0.16, -0.18

[5]
Computed, not measured: C11H9AsBF6NO2PPdS5 as an isolated structure, with ωB97M-V/def2-TZVPD.

Element x y z (Å)
Pd 1.8710 -2.5692 1.0476
S 2.0889 -5.9163 -2.4475
As 2.8116 -5.2839 -0.5992
S 0.9405 -4.7268 0.8471
S 3.5471 -3.2099 -0.5446
S 3.8705 -6.6199 0.6077
O -1.0999 -2.7515 0.4898
B 0.1178 -3.3133 -0.0281
O 0.1390 -3.0989 -1.4335
C -1.0075 -2.4523 -1.7381
C -1.4459 -2.0293 -2.9723
C -2.6676 -1.3488 -3.0152
C -3.3998 -1.1107 -1.8601
C -2.9481 -1.5514 -0.6113
C -1.7510 -2.2284 -0.5794
H -0.8594 -2.2225 -3.8604
H -3.0477 -1.0025 -3.9685
H -4.3387 -0.5749 -1.9239
H -3.5062 -1.3660 0.2968
F 0.0531 4.0090 3.3047
P 1.0907 5.2591 3.0734
F 1.7503 4.9760 4.5146
F 0.0210 6.2663 3.7423
F 0.4091 5.5169 1.6153
F 2.1293 4.2128 2.3834
F 2.1164 6.4727 2.8135
S 2.2982 -0.2475 1.6467
C 1.1547 0.6268 0.7348
N 0.6993 1.8152 1.2070
C -0.2161 2.5917 0.5828
C -0.7250 2.2042 -0.6184
C -0.2660 0.9988 -1.1796
C 0.6542 0.2289 -0.5248
H 1.0824 2.1621 2.0823
H -0.4767 3.5006 1.1013
H -1.4659 2.8148 -1.1116
H -0.6528 0.6653 -2.1342
H 1.0290 -0.6969 -0.9403

Kohn-Sham gap (spin up / spin down) = 6.61 / 6.59 eV
Total charge = -2
Energy = -161918.121 eV
Multiplicity = 2
Energy above the lowest of the compared OMol25 structures with the same formula, charge and spin = 0.000 eV
HOMO level (spin up / spin down) = -2.42 / -2.50 eV

Löwdin population analysis, charges in e, atoms 1 to 2: 0.18, -0.15

[6]
Computed, not measured: C11H9AsIMnNO10SSe as an isolated structure, with ωB97M-V/def2-TZVPD.

Element x y z (Å)
Mn 0.4497 -0.0580 -1.2478
O 0.4027 -3.7477 -3.1284
As -0.2766 -3.2353 -1.5985
O -1.6720 -3.9451 -1.2139
O -0.3959 -1.5371 -1.8109
C 1.1790 -3.8248 -0.4666
C 1.1607 -5.2042 -0.3061
C 2.1366 -5.8443 0.4472
C 3.1383 -5.1120 1.0602
C 3.1612 -3.7315 0.9295
C 2.1870 -3.1027 0.1706
S 2.2496 -1.3491 0.0976
O 3.3507 -0.8830 0.8670
O 2.2509 -0.9444 -1.3508
O 0.8939 -0.8536 0.5307
H -0.2711 -3.7375 -3.8208
H 0.3682 -5.7801 -0.7673
H 2.1044 -6.9201 0.5546
H 3.8987 -5.6065 1.6489
H 3.9213 -3.1347 1.4130
O -1.0943 0.8737 -0.8929
Se -1.1325 1.7288 -2.4050
O -2.3888 1.3386 -3.2819
O 0.2818 0.8186 -2.8528
O -0.7318 3.2497 -2.1700
I 1.2228 4.1059 2.8753
C 1.7958 3.2751 1.0621
C 2.8186 3.8268 0.3060
C 3.1573 3.2335 -0.8984
C 2.4668 2.1133 -1.3117
N 1.4862 1.5932 -0.5714
C 1.1439 2.1518 0.5909
H 3.3404 4.7088 0.6516
H 3.9448 3.6378 -1.5173
H 2.6781 1.6172 -2.2478
H 0.3324 1.6876 1.1327

Kohn-Sham gap (spin up / spin down) = 7.55 / 8.10 eV
Total charge = 0
Energy = -209956.194 eV
Multiplicity = 4
HOMO level (spin up / spin down) = -9.95 / -9.95 eV

Löwdin population analysis, charges in e, atoms 1 to 2: 0.87, -0.21